17
Properties=species:S:1:pos:R:3:lowdin_charge:R:1 method="wB97M-V/def2-TZVPD" e_homo_ev=-8.359 de_lowest_ev=0.7801
H 3.48 -0.29 -0.16 0.1134
H -2.84 0.94 0.88 0.0607
N 0.34 -1.13 -0.27 -0.0419
H -1.97 -1.83 -0.12 0.1004
N 1.69 -1.06 -0.60 0.0275
H -2.23 -0.32 1.92 0.0742
H 2.81 1.14 1.46 0.0850
C -0.61 -0.18 -0.37 -0.8135
H 1.17 0.90 1.20 0.0272
S -0.35 1.43 -0.64 0.6486
N 2.11 0.47 1.19 0.0853
C -2.76 -0.15 0.98 -0.1188
H -3.75 -0.58 1.06 0.0690
C -2.00 -0.74 -0.20 -0.2772
C 2.44 -0.29 0.11 -0.2883
H 0.05 -2.08 -0.28 0.1225
H -2.56 -0.53 -1.15 0.1260

***

327
Properties=species:S:1:pos:R:3:lowdin_charge:R:1 method="wB97M-V/def2-TZVPD" e_homo_ev=-7.952
H 4.58 -8.39 -0.77 0.1212
C 4.43 -0.43 2.58 -0.1937
H 0.62 -5.24 -2.21 0.0995
N 4.12 -6.82 0.45 -0.0708
H -8.34 -4.84 -0.66 0.1235
C -2.28 -4.02 -4.29 -0.1776
H -8.99 -1.34 -0.61 0.1250
C 0.61 -1.63 0.76 -0.1762
O 0.10 7.26 -1.74 -0.0918
H 5.84 -0.16 6.78 0.1081
C 2.17 7.03 6.78 -0.1089
C -2.46 -4.15 -0.39 -0.0583
H 1.42 1.28 2.89 0.0657
C -10.51 -4.17 -2.06 -0.0794
H -2.41 6.53 3.22 0.0919
O 2.47 2.20 -8.21 -0.2240
H 2.62 -6.91 4.05 0.0703
C 0.20 4.15 7.47 -0.1857
H -5.41 -3.59 -6.81 0.1205
H 7.07 -4.86 5.09 0.0910
H 5.57 -1.55 1.23 0.0981
H -2.91 3.38 -4.25 0.0670
H -4.88 -0.40 -2.58 0.0544
C -1.21 3.12 5.81 -0.2258
H -1.90 8.73 1.91 0.1194
O -0.13 4.46 -2.15 -0.0545
H -11.11 -3.56 -2.69 0.0711
H 3.54 2.33 3.68 0.0848
C 4.89 0.98 8.30 -0.2819
O 4.64 -5.02 2.82 -0.1368
C -3.01 -0.98 3.57 -0.0618
H 1.16 -1.66 -6.93 0.1190
H -3.01 -2.08 3.54 0.0896
C 0.45 -2.55 4.29 -0.0828
N 4.64 1.23 5.87 -0.0413
O -1.71 -3.19 -3.26 -0.2142
C -6.27 -0.17 -0.54 -0.2508
H 4.35 -6.22 -1.53 0.1194
H -4.89 -2.61 0.44 0.0403
H 1.63 6.33 -3.61 0.0984
H -3.48 1.34 2.41 0.0216
H -1.79 3.28 -7.30 0.1163
H -1.98 -3.18 -0.62 0.0569
C -2.60 2.69 5.33 -0.2077
H -1.24 11.68 -1.60 0.1238
H -7.87 -2.35 -3.31 0.0697
H 4.26 -0.60 6.93 0.1065
H -1.70 4.61 6.91 0.1035
H -7.68 -3.84 -5.57 0.1064
H 7.46 0.91 1.20 0.0739
H -0.91 2.26 -5.21 0.0864
C -3.45 -8.29 0.52 -0.2633
H 4.73 3.40 9.11 0.0873
O -3.50 3.79 5.25 -0.1891
H 1.70 -2.64 -4.83 0.1221
H 3.05 4.03 -8.92 0.0951
H -6.72 -4.42 -4.16 0.1339
C 1.67 -7.48 4.02 -0.0840
O -0.20 6.05 -4.41 -0.0994
H -0.10 5.32 -1.70 0.0621
O 3.13 -9.63 0.97 -0.2160
H -0.65 2.20 5.88 0.1093
C 4.40 -5.79 -0.53 -0.2053
H -1.60 -4.08 -5.15 0.1225
H -0.94 -0.62 -0.29 0.1228
H -0.42 9.42 2.55 0.1462
C -2.11 3.52 0.91 -0.2000
H 2.33 0.45 -6.68 0.0949
C 2.93 -10.96 1.42 -0.1100
H 2.64 0.41 5.21 0.1239
C -0.19 7.26 2.02 -0.1885
H -2.56 2.33 -1.98 0.0699
H -2.22 -5.01 -3.89 0.1063
H 3.40 -4.10 0.41 0.0836
H -3.30 -0.64 4.54 0.0669
C 3.19 1.34 5.53 -0.1784
H 3.24 1.49 -9.96 0.1014
H 1.20 7.53 6.53 0.0878
C -0.58 10.91 -1.17 -0.2319
H 6.48 3.44 9.57 0.0866
O 4.48 3.00 -2.66 -0.1069
O 5.62 0.34 2.83 -0.0712
H 5.22 -9.99 1.20 0.1133
C 1.76 -0.68 -3.09 -0.1190
H 2.73 -2.42 -7.11 0.1033
C 4.56 -1.25 1.27 -0.2055
H 4.51 3.76 -4.64 0.1237
H -4.07 -3.28 -3.75 0.0722
H 0.91 7.32 1.75 0.1410
H 0.90 -3.40 1.45 0.0259
C -1.08 3.81 -6.65 -0.2465
H 1.12 8.72 -2.75 0.1002
C 4.88 0.28 6.91 -0.2235
H 2.21 12.60 -0.68 0.0820
C 1.66 -3.43 4.29 -0.3346
N -1.20 -8.33 1.54 -0.0644
H 3.55 2.87 -0.57 0.0911
O 4.27 -0.54 0.09 -0.0955
H 3.45 -0.02 0.25 0.0528
C 3.22 1.26 -8.94 -0.2412
H -2.15 9.43 -0.75 0.1075
H -3.31 4.03 -0.80 0.1198
C 4.48 -9.18 1.21 -0.2085
C -0.80 8.64 1.81 -0.1771
H 0.25 4.70 8.42 0.1194
H -1.52 1.84 1.79 0.0204
H 3.71 4.50 1.44 0.1474
O -0.30 0.58 1.37 -0.0948
H 1.90 -8.45 3.53 0.0773
H 4.18 -1.10 3.42 0.1209
H -7.13 -0.84 -3.72 0.0848
H -5.74 0.63 -0.06 0.1029
H -2.23 -4.89 -1.17 0.0661
H -0.22 10.35 -2.06 0.0923
H 2.25 2.14 -2.28 0.0950
C -7.43 -0.52 0.41 -0.2008
O 2.58 1.42 0.51 -0.1138
O 7.68 0.01 0.96 -0.0878
C 3.03 2.55 4.61 -0.1816
H 2.77 -0.65 -2.58 0.1158
O -4.29 0.82 2.47 -0.0972
C -4.02 -4.17 -0.21 -0.2798
H 0.12 5.84 6.18 0.1063
H -5.93 -5.26 -6.59 0.1274
O -0.34 6.96 3.44 -0.1938
H 1.87 4.33 -3.03 0.1204
H -1.50 -1.13 1.30 0.1137
O -2.33 2.21 -1.03 -0.1065
H 6.32 -0.31 2.76 0.0626
H 1.70 -3.92 -2.66 0.0858
H -3.94 2.66 0.11 0.1370
O 0.56 -6.72 3.48 -0.1935
H 4.64 -5.34 4.87 0.1192
H -11.10 -4.41 -1.13 0.1061
H 2.68 1.67 6.44 0.1072
H 5.98 2.87 -4.04 0.1264
C -4.46 -0.95 -1.80 -0.0085
O 2.18 -3.62 2.99 -0.1030
H -6.50 2.35 -4.89 0.1371
O -5.51 -1.26 -0.84 -0.2369
H -5.44 4.13 4.80 0.0709
H -2.55 -1.43 -3.95 0.0813
H 0.51 9.54 0.39 0.1170
H -1.99 -4.51 0.54 0.0507
O 2.01 -0.61 -4.47 -0.2332
H -3.06 1.97 6.04 0.1327
C 4.89 -8.06 0.22 -0.1732
H 2.99 3.12 2.47 0.0635
H -4.95 -1.00 2.62 0.1139
H 3.32 3.47 5.08 0.1275
O -3.38 2.76 -3.65 -0.1134
H 7.36 -0.16 -2.34 0.1115
H 5.39 -5.36 -0.31 0.1284
C 0.06 -7.72 1.24 -0.2049
H -5.19 2.47 4.98 0.0794
H -7.35 -3.27 0.90 0.1376
O -4.68 -7.70 0.77 -0.2065
H 1.31 -4.45 4.66 0.1186
H 3.67 -3.86 -1.26 0.1351
H 2.37 -3.12 5.10 0.1183
H 2.43 4.03 -7.29 0.0793
H 3.94 -2.16 1.34 0.0987
C -2.47 -7.65 1.48 -0.1932
H 5.25 2.38 10.40 0.0747
H 1.33 -5.97 1.63 0.1083
C -3.96 -0.55 2.47 -0.3252
O 1.68 2.90 4.25 -0.2273
C -1.47 6.15 3.67 -0.1283
H -0.52 8.47 -3.25 0.1131
H -9.57 -3.96 0.27 0.1235
H 8.98 -0.69 -0.39 0.1216
O -2.18 2.51 1.92 -0.0819
H -2.26 -6.61 1.16 0.1018
H 5.37 0.61 -0.71 0.0354
H -4.06 3.21 -6.07 0.0823
H 3.26 1.59 -4.60 0.1099
C -2.99 3.18 -0.21 -0.2211
O 0.50 1.85 -1.20 -0.1317
H -8.18 -1.75 -4.95 0.0861
H 1.05 0.06 -2.73 0.0546
C -3.71 -3.63 -4.66 -0.2368
C -1.40 9.99 -0.23 -0.1573
H 4.32 1.25 -8.63 0.1402
O 6.21 0.97 -1.04 -0.0902
H -1.42 -1.25 -2.68 0.0717
H 4.90 0.15 9.05 0.1260
H -3.63 -0.78 1.48 0.0815
H -1.86 10.62 0.59 0.1321
H -3.72 -2.75 -5.32 0.1294
H -6.59 -7.55 0.06 0.0923
C -7.45 -1.81 -4.16 -0.1076
H 4.47 -5.80 2.25 0.0562
H 2.99 -11.05 2.49 0.0729
H -0.51 1.90 -1.36 0.1136
O 1.92 5.70 7.23 -0.1857
H -10.18 -5.06 -2.62 0.0916
H 0.77 2.01 -3.25 0.1290
H 0.39 3.38 -5.09 0.0640
H -4.19 -1.98 -2.13 0.0823
N -0.42 9.08 0.43 -0.1085
H -2.44 4.43 1.42 0.1158
H 0.15 7.89 -0.95 0.0735
H -3.50 -9.33 0.77 0.1133
H 3.59 0.25 2.41 0.0979
C 2.40 -1.84 -5.16 -0.1571
C 0.83 6.94 -4.02 -0.1963
H 3.31 -0.92 -9.11 0.1357
O 0.28 -3.05 0.82 -0.1060
C 0.44 -6.48 2.07 -0.1836
C -5.37 2.23 -4.89 -0.2806
C 1.21 2.45 -2.28 -0.2223
C -6.71 -3.83 -5.11 -0.1795
C -8.80 -3.87 -0.50 -0.2837
H 6.54 -1.08 -1.01 0.1150
H -0.71 3.82 5.14 0.0892
H 5.25 2.76 -2.12 0.0561
H 3.42 -2.02 -4.89 0.1143
C -5.67 -8.12 -0.16 -0.0980
H -4.50 -5.47 -4.76 0.1196
O 4.76 1.61 -6.04 -0.0795
H -3.71 -0.37 -1.25 0.0928
H 1.27 7.50 -4.86 0.1231
H 7.10 -4.56 3.29 0.0602
H 3.69 -11.64 0.95 0.1040
H 1.70 4.15 -1.30 0.1046
C -1.58 -1.82 -3.58 -0.1088
H 2.69 7.69 7.51 0.0839
H 1.47 -7.76 5.04 0.0771
H -5.18 2.35 -2.76 0.1249
H 0.56 -3.78 -1.15 0.0571
O -6.37 -2.47 -4.75 -0.2202
H -1.56 5.46 -5.57 0.0488
H 6.31 -3.38 4.28 0.0730
C 6.55 -4.45 4.19 -0.0808
H 1.25 -1.53 -0.13 0.1143
H 1.91 -11.22 1.18 0.0824
C 8.19 0.07 -0.40 -0.2085
H -1.21 -9.04 2.27 0.1208
H 0.10 -7.46 0.17 0.1281
H 1.64 -0.23 -8.93 0.1259
H -1.11 3.60 0.46 0.1236
H -0.51 4.55 -7.19 0.1074
H -7.03 -0.65 1.44 0.1158
C 0.88 5.12 6.50 -0.2470
H -5.13 1.11 -4.91 0.1310
H -5.03 3.98 -3.64 0.1266
C -0.23 2.88 -5.84 -0.0702
C -0.60 -0.68 0.80 -0.1896
H 4.48 2.13 0.59 0.1042
H 0.84 -8.39 1.47 0.0730
C 4.88 2.88 -4.05 -0.1905
H 1.74 11.83 -2.18 0.0764
H 5.16 1.09 4.99 0.1026
H 0.18 1.12 0.71 0.0693
H -2.99 -7.56 2.48 0.1466
N -1.14 3.78 7.08 -0.0555
C 2.70 -0.13 -8.58 -0.1922
O -1.96 4.60 -5.78 -0.1234
H -1.37 5.16 3.19 0.0641
H 1.26 4.64 5.58 0.1051
H 3.14 -7.07 0.28 0.1096
H -2.01 -0.57 3.39 0.0596
C 2.22 -1.60 -6.66 -0.1851
H -3.19 -8.20 -0.51 0.1144
O -4.49 -3.38 0.88 -0.0966
C 1.22 -4.41 -1.75 -0.0858
H 3.08 -4.02 3.02 0.0493
C 4.36 1.60 -4.69 -0.2557
O 0.50 11.49 -0.46 -0.2127
O -4.97 2.82 -6.10 -0.0720
H -6.71 0.25 -1.43 0.1061
O 5.92 1.85 8.49 -0.1737
O -9.36 -3.43 -1.66 -0.2141
C -7.74 -2.92 -0.08 -0.2081
C 7.02 -0.16 -1.32 -0.2165
H -0.19 5.35 -3.70 0.0619
N 2.81 -0.33 -7.12 -0.0644
H -4.55 -3.87 -1.12 0.0892
H 4.34 0.82 -6.37 0.0376
H 1.72 1.67 0.11 0.0518
H 2.78 7.08 5.84 0.0923
H -0.27 -2.98 3.56 0.0895
H 1.19 3.83 1.97 0.0552
C 3.04 3.59 1.48 -0.1537
H -6.88 -2.98 -0.76 0.1070
N -8.33 -1.60 0.16 -0.0380
C -4.81 2.91 -3.66 -0.2040
C 1.37 12.32 -1.30 -0.0545
C 0.38 7.96 -2.89 -0.2546
C -4.75 3.36 4.58 -0.0520
H -0.03 -2.55 5.25 0.0773
H 0.81 3.27 7.72 0.1162
C 3.10 3.48 -7.96 -0.0601
C 3.39 -4.65 -0.51 -0.2020
O 1.67 3.94 1.14 -0.0747
H 8.65 1.02 -0.59 0.1097
H 0.36 2.23 -6.41 0.0437
H 0.19 2.51 3.01 0.0707
H 3.92 1.48 8.41 0.1089
H -0.83 -1.57 -4.35 0.0923
C -5.60 -4.34 -6.04 -0.2055
H -5.84 -9.21 -0.02 0.0934
H 1.21 -1.39 1.65 0.1046
H -4.62 3.17 3.53 0.0646
H 5.96 -7.93 0.34 0.1190
H -2.61 2.17 4.40 0.0810
H 0.36 1.27 4.26 0.0776
H 4.05 3.25 -7.51 0.0658
H 4.76 0.76 -4.13 0.1179
H -7.97 0.42 0.56 0.1201
C 5.36 -5.39 4.00 -0.3116
H 0.76 -1.55 3.94 0.0696
H -0.40 -5.73 2.01 0.1187
C 5.59 2.84 9.50 -0.0659
H -5.28 -8.03 -1.16 0.0721
H 5.72 -6.44 3.93 0.1142
H -1.70 5.88 4.74 0.0873
H 1.25 -1.61 -2.78 0.0606
H 4.53 -8.81 2.28 0.1277
C 1.20 3.97 -2.23 -0.2100
C 0.89 1.91 3.57 -0.0883
N -4.36 -4.67 -5.38 -0.0625
H -0.55 6.43 1.42 0.1069
O 2.12 -5.13 -0.92 -0.2130
H 0.77 13.21 -1.53 0.0941
H -4.34 -5.18 0.08 0.0981
C 3.49 2.53 0.46 -0.1652

***

Calculated largest force on an atom in order - 1.21, 3.31 eV Å⁻¹
Calculated gap between HOMO and LUMO in order - 9.2, 8.5 eV